Entry 1:
# C18H36NO21Tl

A molecular structure, C18H36NO21Tl (ωB97M-V/def2-TZVPD, the OMol25 dataset).

Last column: Mulliken charge in e.
Atoms and positions in Å:
1 Tl -0.60948 0.28117 3.26475  1.06
2 N -0.74372 -0.61900 -0.13467  1.02
3 O -0.89511 -0.77832 -1.34589  -0.46
4 O -1.65631 -0.65193 0.68139  -0.44
5 O 0.37897 -0.39759 0.32990  -0.15
6 C -3.97833 2.36868 0.28296  -0.46
7 O -3.09714 3.47316 0.20956  -0.35
8 C -1.86715 3.32494 0.72973  0.62
9 O -1.44321 2.35085 1.30315  -0.32
10 O -1.23262 4.47586 0.53959  -0.33
11 C 0.07798 4.65041 1.08112  -0.40
12 H -4.81173 2.59751 -0.38126  0.32
13 H -4.36737 2.04099 1.24700  0.30
14 H -3.54708 1.49507 -0.20585  0.05
15 H 0.85068 4.11066 0.53367  0.04
16 H 0.12815 4.24267 2.09074  0.30
17 H 0.42578 5.68321 1.05936  0.33
18 C -1.41163 -6.22273 3.31610  -0.63
19 O -0.78992 -4.93119 3.12724  -0.29
20 C -1.32679 -3.86040 2.50789  0.54
21 O -0.91431 -2.69210 2.69022  -0.32
22 O -2.27632 -4.26159 1.59389  -0.32
23 C -3.05597 -3.28151 0.88431  -0.58
24 H -1.39376 -6.77994 2.37946  0.30
25 H -2.45496 -6.14964 3.62307  0.32
26 H -0.84953 -6.74530 4.09009  0.25
27 H -2.56601 -3.06019 -0.06387  0.18
28 H -3.22468 -2.32528 1.37956  0.24
29 H -4.07826 -3.60728 0.69221  0.39
30 C 4.32834 -0.30508 4.61288  -0.39
31 O 4.28396 -1.41366 3.77969  -0.31
32 C 3.14522 -1.64688 3.01874  0.65
33 O 2.07184 -1.04394 3.08079  -0.35
34 O 3.43555 -2.61418 2.07605  -0.35
35 C 2.47532 -3.24291 1.13882  0.16
36 H 3.45650 -0.47987 5.24332  0.29
37 H 4.08391 0.57851 4.02329  0.02
38 H 5.15579 -0.33043 5.32196  0.29
39 H 1.85621 -2.36192 0.96953  -0.42
40 H 1.80776 -4.05128 1.43716  0.24
41 H 2.94048 -3.45626 0.17642  0.30
42 C 2.87878 4.01088 3.31297  -0.66
43 O 3.60372 3.08559 2.45542  -0.36
44 C 2.93767 2.20423 1.67483  0.46
45 O 1.71630 1.99157 1.63158  -0.22
46 O 3.88659 1.58733 0.90284  -0.25
47 C 3.49170 0.61823 0.01005  0.64
48 H 3.38177 4.29765 4.23647  0.36
49 H 2.02141 3.51928 3.77271  0.20
50 H 2.53653 4.88221 2.75462  0.30
51 H 4.33100 0.12370 -0.47895  0.35
52 H 2.79645 1.00094 -0.73712  -0.47
53 H 2.97876 -0.18655 0.53667  -0.33
54 C 0.89334 1.51698 -2.68532  -0.45
55 O 1.72353 2.19627 -3.55544  -0.30
56 C 2.58659 3.11063 -3.02017  0.77
57 O 2.79586 3.22230 -1.82081  -0.44
58 O 3.09364 3.83331 -3.95972  -0.33
59 C 4.11887 4.69009 -3.82317  -0.70
60 H 0.34523 2.16242 -1.99896  0.30
61 H 1.38030 0.75159 -2.08104  0.17
62 H 0.14301 0.91502 -3.19791  0.37
63 H 3.71953 5.68903 -3.64783  0.31
64 H 4.73503 4.59931 -4.71772  0.29
65 H 4.79687 4.60644 -2.97380  0.35
66 C -3.85477 -1.42862 -2.54468  -0.55
67 O -4.87030 -1.89710 -3.44649  -0.30
68 C -4.56479 -2.71946 -4.45608  0.71
69 O -3.50660 -3.29034 -4.61483  -0.47
70 O -5.60654 -2.65123 -5.30292  -0.27
71 C -5.51382 -3.07860 -6.63159  -0.63
72 H -3.18936 -2.25994 -2.31179  0.32
73 H -4.41990 -1.16100 -1.65187  0.29
74 H -3.26691 -0.63600 -3.00758  0.30
75 H -4.57665 -2.81226 -7.12034  0.32
76 H -6.30535 -2.68856 -7.27147  0.26
77 H -5.52839 -4.16838 -6.61501  0.31

Energy above the lowest of the compared OMol25 structures with the same formula, charge and spin   2.766 eV
Net charge   +2
HOMO   -15.0 eV


Entry 2:
# C18H36O18

6 unconnected molecules or ions with the total composition C18H36O18 (ωB97M-V/def2-TZVPD, the OMol25 dataset).

Last column: Mulliken charge in e.
Atoms and positions in Å:
1 C -37.90776 3.29297 18.22585  -0.72
2 O -36.72133 3.50193 17.49026  -0.32
3 C -35.54482 3.42874 18.03234  0.77
4 O -35.35881 3.35504 19.24660  -0.62
5 O -34.58565 3.47692 17.14156  -0.20
6 C -33.26492 3.54422 17.51335  0.17
7 H -38.40503 4.23877 18.43456  0.28
8 H -37.90900 2.60623 19.07142  0.33
9 H -38.61534 2.76274 17.58391  0.29
10 H -32.65897 3.36187 16.62740  -0.34
11 H -32.99380 2.71474 18.16829  0.33
12 H -33.03098 4.54477 17.87670  0.08
13 C -28.94379 3.40288 13.87585  -0.45
14 O -29.03763 4.78930 14.17855  -0.38
15 C -29.95748 5.11880 15.07059  0.85
16 O -30.76324 4.37403 15.62784  -0.63
17 O -29.92213 6.40808 15.14855  -0.38
18 C -30.76580 7.03088 16.10335  -0.72
19 H -27.99511 2.99824 14.23240  0.34
20 H -28.90299 3.30155 12.79096  0.00
21 H -29.71436 2.74004 14.26457  0.28
22 H -30.42180 6.92894 17.13073  0.39
23 H -31.83442 6.84033 16.02236  0.29
24 H -30.62714 8.09078 15.89226  0.30
25 C -33.71294 10.04625 14.53925  -0.44
26 O -33.23966 11.25912 15.04566  -0.32
27 C -31.91955 11.44348 15.03674  0.89
28 O -31.07022 10.72603 14.55650  -0.57
29 O -31.72726 12.61913 15.62418  -0.34
30 C -30.42049 13.19197 15.58670  -0.67
31 H -33.11874 9.19471 14.87767  0.03
32 H -33.60912 10.01832 13.45301  0.35
33 H -34.73093 9.74787 14.78369  0.28
34 H -30.33273 14.24820 15.83649  0.25
35 H -29.98896 13.04238 14.59741  0.30
36 H -29.76711 12.72508 16.32560  0.27
37 C -31.82724 6.46012 20.33363  -0.73
38 O -31.51920 7.32422 19.23997  -0.27
39 C -32.40993 8.20938 18.73022  0.86
40 O -32.12359 8.86681 17.74285  -0.48
41 O -33.50317 8.32719 19.49664  -0.36
42 C -34.57699 9.18533 19.10618  -0.59
43 H -32.87541 6.16624 20.25246  0.31
44 H -31.76843 6.89237 21.33296  0.26
45 H -31.24877 5.53898 20.31593  0.31
46 H -35.45891 8.54412 19.06186  0.26
47 H -34.37469 9.65314 18.14444  0.22
48 H -34.91392 9.93520 19.82207  0.25
49 C -26.74824 1.53688 6.90104  -0.65
50 O -26.19032 2.49667 7.76796  -0.32
51 C -25.92895 2.18899 9.03013  0.85
52 O -26.02990 1.11188 9.57423  -0.58
53 O -25.50778 3.28031 9.63466  -0.34
54 C -25.36011 3.25666 11.05255  -0.39
55 H -26.50673 0.51675 7.19397  0.33
56 H -26.54036 1.78359 5.86134  0.24
57 H -27.83537 1.64887 6.92698  0.25
58 H -24.85004 4.18610 11.28765  0.22
59 H -24.76722 2.38118 11.32079  0.32
60 H -26.34954 3.05936 11.46482  0.08
61 C -33.48820 1.77473 14.14560  -0.41
62 O -32.85534 1.91455 12.86778  -0.33
63 C -32.64764 3.15177 12.40334  0.82
64 O -32.85279 4.17153 13.01328  -0.53
65 O -32.23919 3.14033 11.10894  -0.35
66 C -31.32658 2.10713 10.68087  -0.39
67 H -34.43197 2.32073 14.15048  0.33
68 H -32.89502 2.19328 14.95627  -0.06
69 H -33.66873 0.70300 14.18518  0.32
70 H -30.47493 2.20870 11.35295  0.09
71 H -31.05325 2.20097 9.63262  0.22
72 H -31.76492 1.11460 10.78740  0.27

Energy above the lowest of the compared OMol25 structures with the same formula, charge and spin   2.144 eV
Structure (SMILES)   COC(=O)OC.COC(=O)OC.COC(=O)OC.COC(=O)OC.COC(=O)OC.COC(=O)OC
HOMO   -10.5 eV


Entry 3:
# C18H36O6

6 unconnected molecules or ions with the total composition C18H36O6 (ωB97M-V/def2-TZVPD, the OMol25 dataset).

Last column: Mulliken charge in e.
Atoms and positions in Å:
1 C 2.34376 2.51697 -3.84332  -0.69
2 C 1.54766 3.20010 -4.94047  0.76
3 O 0.39737 2.92401 -5.14797  -0.55
4 C 2.27139 4.23022 -5.78389  -1.11
5 H 3.03736 3.23978 -3.41119  0.30
6 H 2.90703 1.68037 -4.25435  0.36
7 H 1.65576 2.16657 -3.07759  0.01
8 H 3.12343 3.75415 -6.27672  0.32
9 H 2.63580 5.06923 -5.19222  0.31
10 H 1.58857 4.59753 -6.54737  0.31
11 C 3.69286 5.28555 1.38502  -1.20
12 C 2.76497 4.17439 0.95304  0.75
13 O 1.66060 4.45229 0.53696  -0.52
14 C 3.25495 2.75374 1.05736  -0.76
15 H 3.49473 5.52543 2.43172  0.30
16 H 3.47863 6.15627 0.76987  0.34
17 H 4.74697 5.01709 1.31597  0.36
18 H 2.43066 2.04442 1.11565  0.08
19 H 3.90600 2.63247 1.92529  0.38
20 H 3.84678 2.50010 0.17294  0.27
21 C -4.21000 -4.72209 2.10379  -1.05
22 C -3.64892 -4.51619 0.71887  0.81
23 O -2.68545 -5.13396 0.31814  -0.51
24 C -4.25486 -3.43374 -0.13739  -1.06
25 H -3.55673 -5.41047 2.64091  0.23
26 H -5.20407 -5.16564 2.02973  0.34
27 H -4.27219 -3.78714 2.65808  0.33
28 H -5.33662 -3.48592 -0.25642  0.40
29 H -3.81848 -3.55273 -1.12869  0.29
30 H -3.97655 -2.46540 0.27906  0.24
31 C 1.28442 -8.00113 2.77691  -1.11
32 C 1.18593 -6.50534 2.58449  0.70
33 O 2.16436 -5.80713 2.50930  -0.55
34 C -0.20872 -5.95339 2.46331  -0.84
35 H 2.32156 -8.28855 2.92283  0.31
36 H 0.89585 -8.48543 1.87683  0.30
37 H 0.66255 -8.32331 3.61145  0.33
38 H -0.70307 -6.34498 1.57613  0.33
39 H -0.19206 -4.86553 2.44384  0.20
40 H -0.79209 -6.24368 3.34387  0.33
41 C -0.36263 -1.81728 0.39106  -1.05
42 C 0.30525 -0.46584 0.46579  0.89
43 O 1.18176 -0.23339 1.26478  -0.57
44 C -0.18149 0.61420 -0.48662  -0.72
45 H 0.12456 -2.46200 1.11706  0.31
46 H -0.25664 -2.22841 -0.61279  0.37
47 H -1.41470 -1.66419 0.63388  0.14
48 H -1.21606 0.45850 -0.77693  0.43
49 H 0.47217 0.53344 -1.36261  0.26
50 H 0.02665 1.57434 -0.02343  -0.09
51 C -1.87071 3.50730 1.15262  -0.63
52 C -2.55479 4.21084 -0.00678  0.73
53 O -3.74735 4.14600 -0.16658  -0.58
54 C -1.64222 4.95914 -0.93512  -0.85
55 H -2.39196 3.74765 2.07611  0.40
56 H -0.82391 3.80362 1.22169  0.09
57 H -1.90471 2.43881 0.94512  0.07
58 H -2.09854 5.12921 -1.90660  0.33
59 H -0.70818 4.40463 -1.03979  0.17
60 H -1.37664 5.91445 -0.47468  0.28

Energy above the lowest of the compared OMol25 structures with the same formula, charge and spin   0.000 eV
Structure (SMILES)   CC(C)=O.CC(C)=O.CC(C)=O.CC(C)=O.CC(C)=O.CC(C)=O
HOMO   -9.3 eV


Entry 4:
# C18H36O6

6 unconnected molecules or ions with the total composition C18H36O6 (ωB97M-V/def2-TZVPD, the OMol25 dataset).

Last column: Mulliken charge in e.
Atoms and positions in Å:
1 C 0.38922 -1.96265 -3.06250  -0.91
2 C -1.02478 -1.49865 -2.61650  0.91
3 O -1.57478 -2.10365 -1.55250  -0.55
4 C -1.69078 -0.33165 -3.28550  -1.31
5 H 1.31722 -1.36865 -2.63750  0.00
6 H 0.40822 -2.06665 -4.05750  0.57
7 H 0.63422 -3.08165 -2.76350  0.22
8 H -2.62578 -0.05365 -2.73350  0.17
9 H -1.99778 -0.41865 -4.21150  0.58
10 H -0.96378 0.45935 -3.41450  0.31
11 C -3.91078 0.20335 0.27450  -0.51
12 C -4.90778 -0.77165 0.85350  0.76
13 O -6.14878 -0.44365 1.13850  -0.64
14 C -4.34478 -2.13765 1.19350  -1.08
15 H -3.08278 0.46935 0.92750  0.06
16 H -4.37578 1.15835 0.29050  0.39
17 H -3.60778 -0.02565 -0.61850  0.10
18 H -5.09878 -2.71965 1.25350  0.55
19 H -3.59478 -1.95965 1.94150  0.07
20 H -3.59978 -2.43965 0.45450  0.28
21 C 4.14522 2.51335 -1.03350  -0.53
22 C 3.70522 3.83435 -1.67150  0.60
23 O 4.59022 4.86535 -1.58850  -0.63
24 C 2.24922 3.91935 -2.12550  -0.82
25 H 5.21122 2.52135 -0.64050  0.33
26 H 4.20322 1.85735 -1.84650  0.27
27 H 3.19222 2.17435 -0.59750  -0.01
28 H 1.81322 4.77935 -1.57250  0.30
29 H 1.61922 3.05135 -2.01650  -0.04
30 H 2.19322 4.19635 -3.07950  0.46
31 C 3.70422 -2.07265 -0.62850  -0.97
32 C 4.44722 -1.18765 -1.58950  0.91
33 O 3.88122 -0.57965 -2.69550  -0.55
34 C 5.98022 -0.87365 -1.34250  -1.13
35 H 4.35922 -2.92065 -0.48850  0.54
36 H 2.71122 -2.41165 -1.06950  0.03
37 H 3.75122 -1.48665 0.17550  0.31
38 H 6.79222 -1.73065 -1.22850  0.35
39 H 6.01222 -0.40265 -0.35350  0.29
40 H 6.31322 -0.21965 -2.24450  0.28
41 C 0.09222 -0.49365 1.22650  -0.77
42 C 0.53622 0.37235 0.13650  0.68
43 O 1.70222 0.10035 -0.61350  -0.31
44 C -0.33978 1.48735 -0.39450  -1.08
45 H -0.89578 -0.91365 0.98550  0.09
46 H -0.01478 0.19135 2.01150  0.45
47 H 0.90222 -1.29765 1.50650  0.21
48 H -0.08678 2.06535 -1.09250  0.23
49 H -0.61978 2.07135 0.37550  0.70
50 H -1.32378 1.07635 -0.79250  -0.17
51 C -4.22378 0.17535 4.73250  -1.54
52 C -2.82978 0.06935 4.27450  1.05
53 O -2.30078 0.96235 3.40850  -0.58
54 C -2.10578 -1.11365 4.76050  -1.36
55 H -4.94378 -0.62565 4.64550  0.42
56 H -4.71078 0.84135 4.16850  0.43
57 H -4.18278 0.49535 5.69950  0.48
58 H -1.14478 -1.21765 4.51650  0.40
59 H -2.82178 -1.95065 4.82450  0.35
60 H -1.76178 -1.02965 5.88350  0.38

Energy above the lowest of the compared OMol25 structures with the same formula, charge and spin   9.728 eV
Structure (SMILES)   CC(C)=O.CC(C)=O.CC(C)=O.CC(C)=O.CC(C)=O.CC(C)=O
HOMO   -9.2 eV